27
Properties=species:S:1:pos:R:3 method="wB97M-V/def2-TZVPD" relative_energy_kcal_mol=0.7 orbital_gap_ev=6.388 total_charge=-1 e_homo_ev=-4.01 largest_force_ev_per_a=6.2
I 2.606 -1.136 3.635
C -3.133 1.327 1.570
C -3.036 0.106 0.556
O -3.595 0.484 -0.750
O -2.830 0.874 2.884
H -4.176 1.609 1.432
H -2.519 2.155 1.214
H -3.609 -0.777 0.838
H -2.006 -0.249 0.556
H -3.445 -0.180 -1.427
H -1.988 0.412 2.895
C 2.136 4.308 -0.021
O 2.204 5.316 -0.696
N 1.517 3.228 -0.429
N 2.750 4.077 1.119
H 1.351 3.274 -1.424
H 1.894 2.360 -0.077
H 3.271 4.838 1.532
H 2.748 3.152 1.524
C 1.022 -4.359 -2.286
O 0.471 -4.221 -3.370
N 0.853 -5.396 -1.537
N 1.795 -3.467 -1.808
H 0.319 -6.164 -1.916
H 1.612 -5.581 -0.898
H 1.872 -3.391 -0.804
H 1.918 -2.601 -2.313


96
Properties=species:S:1:pos:R:3 method="wB97M-V/def2-TZVPD" relative_energy_kcal_mol=64.5 orbital_gap_ev="3.551 / 5.535" total_charge=+1 e_homo_ev="-6.25 / -10.06" multiplicity=3 largest_force_ev_per_a=5.1
C 2.805 0.374 -1.230
C 1.133 1.438 -2.555
C 3.838 0.953 -1.956
C 2.179 2.027 -3.325
C 3.508 1.711 -3.069
H 4.840 0.732 -1.618
H 1.939 2.614 -4.211
H 4.326 2.012 -3.725
N 1.545 0.771 -1.395
P 1.648 -1.669 0.233
P -1.174 1.752 -1.085
C 3.150 -0.705 -0.200
H 3.952 -1.333 -0.638
H 3.615 -0.226 0.678
C -1.019 -0.441 1.210
O -1.652 -0.920 2.051
C -0.238 1.779 -2.555
H -0.647 2.380 -3.349
C -3.020 1.640 -1.524
C -0.765 3.579 -0.656
C 1.847 -3.115 -0.955
C 2.045 -2.298 1.975
C -3.588 0.279 -1.077
H -3.512 0.173 0.011
H -4.654 0.241 -1.358
H -3.073 -0.556 -1.555
C -3.889 2.721 -0.842
H -3.747 2.693 0.252
H -3.690 3.741 -1.225
H -4.964 2.506 -1.036
C -3.176 1.768 -3.050
H -4.245 1.623 -3.327
H -2.867 2.747 -3.448
H -2.597 0.985 -3.570
C -1.481 4.023 0.642
H -1.483 3.208 1.389
H -0.946 4.881 1.103
H -2.527 4.346 0.477
C 0.744 3.800 -0.438
H 1.107 3.194 0.405
H 1.318 3.549 -1.329
H 0.937 4.863 -0.215
C -1.227 4.409 -1.893
H -1.667 3.803 -2.698
H -1.982 5.174 -1.629
H -0.359 4.927 -2.337
C 1.059 -3.410 2.420
H 1.224 -3.609 3.493
H 0.012 -3.096 2.298
H 1.222 -4.358 1.888
C 1.903 -1.149 2.997
H 2.564 -0.304 2.744
H 0.866 -0.788 3.085
H 2.212 -1.541 3.992
C 3.496 -2.792 2.171
H 3.679 -2.856 3.260
H 3.681 -3.797 1.766
H 4.230 -2.082 1.755
C 2.004 -2.723 -2.475
H 2.265 -3.670 -3.018
H 1.073 -2.296 -2.895
H 2.856 -2.035 -2.639
C 0.600 -4.045 -0.883
H -0.320 -3.468 -1.120
H 0.720 -4.841 -1.641
H 0.486 -4.530 0.101
C 3.138 -3.928 -0.663
H 4.023 -3.268 -0.560
H 3.048 -4.585 0.224
H 3.341 -4.590 -1.535
Pt 0.057 0.123 -0.165
N -0.772 -1.129 -1.995
C -1.017 -0.860 -3.191
C -1.325 -1.039 -4.519
C -1.855 -2.288 -4.925
C -0.840 -0.159 -5.499
C -2.017 -2.565 -6.303
H -2.191 -3.088 -4.220
C -0.946 -0.488 -6.868
H -0.388 0.768 -5.117
C -1.552 -1.687 -7.304
H -2.501 -3.477 -6.711
H -0.534 0.235 -7.593
H -1.619 -1.879 -8.408
C 1.838 3.159 4.067
N 0.427 2.800 3.951
C -0.491 3.083 5.044
C 0.057 2.035 2.925
O 0.876 1.687 2.028
H 1.937 3.777 4.957
H 2.165 3.719 3.178
H 2.468 2.260 4.160
H -1.364 3.645 4.678
H -0.862 2.149 5.498
H 0.039 3.670 5.789
H -1.016 1.736 2.934


164
Properties=species:S:1:pos:R:3 method="wB97M-V/def2-TZVPD" orbital_gap_ev=2.567 total_charge=-2 e_homo_ev=0.07 largest_force_ev_per_a=5.7
C 3.438 -4.941 4.324
C 4.976 -4.610 4.655
C 5.272 -3.060 4.958
C 5.006 -2.117 3.679
Ga 4.341 -0.195 4.207
C 3.881 0.728 2.387
C 3.556 -0.366 1.241
C 2.206 -1.216 1.546
S 1.153 -1.119 0.018
C -0.630 -1.395 0.381
S -1.329 -2.819 -0.230
N -1.531 -0.487 1.121
C -0.854 0.715 1.643
C -0.292 1.840 0.692
C 0.418 3.119 1.204
C 0.606 3.388 2.736
C 0.042 2.318 3.700
C -0.670 1.012 3.177
C -2.167 -1.300 2.181
C -1.303 -2.205 3.145
C -1.899 -3.060 4.288
C -3.435 -3.036 4.496
C -4.357 -2.204 3.564
C -3.721 -1.342 2.412
C 5.976 0.723 5.099
O 6.561 1.781 4.630
O 6.506 0.134 6.276
C 2.649 -0.236 5.391
C 2.020 -1.729 5.291
C 2.866 0.267 6.903
C 1.563 1.149 7.343
C 0.179 0.315 7.199
H 2.835 -5.166 5.272
H 2.930 -4.150 3.676
H 3.435 -5.912 3.706
H 5.638 -4.923 3.778
H 5.258 -5.204 5.596
H 6.393 -2.967 5.204
H 4.702 -2.629 5.849
H 5.952 -1.991 3.025
H 4.207 -2.580 2.999
H 4.770 1.384 2.050
H 2.977 1.445 2.465
H 4.427 -1.102 1.156
H 3.498 0.207 0.242
H 2.500 -2.316 1.681
H 1.669 -0.796 2.462
H -0.408 1.715 -0.440
H 0.808 3.895 0.464
H 1.106 4.307 3.179
H 0.157 2.460 4.834
H -1.054 0.312 3.991
H -0.165 -2.154 2.958
H -1.178 -3.662 4.952
H -3.864 -3.642 5.358
H -5.486 -2.221 3.737
H -4.414 -0.734 1.727
H 1.879 0.471 4.906
H 2.247 -2.154 4.254
H 2.513 -2.404 6.068
H 0.881 -1.649 5.384
H 2.884 -0.611 7.661
H 3.848 0.838 7.075
H 1.648 1.417 8.467
H 1.469 2.123 6.743
H 0.319 -0.816 7.349
H -0.315 0.463 6.162
H -0.613 0.633 7.985
F 2.878 -5.967 1.707
C 1.910 -6.489 0.943
C 2.248 -7.336 -0.101
C 1.243 -7.882 -0.892
C -0.090 -7.567 -0.636
C -0.418 -6.711 0.412
C 0.587 -6.173 1.210
H 3.291 -7.563 -0.290
H 1.497 -8.552 -1.707
H -0.874 -7.990 -1.256
H -1.456 -6.462 0.608
H 0.349 -5.512 2.036
F 5.273 -7.220 -3.043
C 6.247 -7.695 -2.251
C 6.275 -7.331 -0.913
C 7.281 -7.828 -0.091
C 8.254 -8.674 -0.618
C 8.219 -9.028 -1.963
C 7.207 -8.541 -2.784
H 5.514 -6.665 -0.522
H 7.307 -7.555 0.959
H 9.041 -9.057 0.024
H 8.980 -9.684 -2.373
H 7.159 -8.813 -3.832
F -1.895 0.816 -6.344
C -1.071 0.882 -5.281
C -0.847 -0.256 -4.521
C 0.009 -0.189 -3.426
C 0.623 1.018 -3.097
C 0.387 2.155 -3.865
C -0.460 2.086 -4.966
H -1.340 -1.184 -4.787
H 0.197 -1.076 -2.828
H 1.287 1.070 -2.240
H 0.863 3.095 -3.605
H -0.649 2.959 -5.581
F 1.701 4.756 -1.637
C 1.483 6.058 -1.870
C 1.792 6.986 -0.889
C 1.571 8.338 -1.132
C 1.032 8.744 -2.351
C 0.721 7.803 -3.328
C 0.952 6.452 -3.089
H 2.203 6.650 0.057
H 1.816 9.073 -0.374
H 0.855 9.799 -2.539
H 0.298 8.121 -4.275
H 0.724 5.706 -3.841
F -5.884 -3.019 -5.449
C -5.302 -2.699 -6.617
C -4.296 -1.746 -6.639
C -3.691 -1.419 -7.848
C -4.107 -2.041 -9.023
C -5.122 -2.993 -8.990
C -5.720 -3.329 -7.779
H -3.992 -1.267 -5.716
H -2.898 -0.681 -7.876
H -3.638 -1.782 -9.967
H -5.448 -3.474 -9.907
H -6.505 -4.074 -7.733
F -1.010 10.249 -4.724
C -0.445 10.549 -5.902
C 0.575 11.487 -5.948
C 1.166 11.795 -7.170
C 0.722 11.169 -8.333
C -0.306 10.233 -8.275
C -0.889 9.916 -7.052
H 0.901 11.970 -5.034
H 1.970 12.521 -7.216
H 1.181 11.413 -9.286
H -0.653 9.749 -9.182
H -1.684 9.183 -6.988
F -7.783 -1.364 -1.909
C -8.749 -1.905 -2.665
C -8.405 -2.761 -3.700
C -9.408 -3.326 -4.480
C -10.743 -3.021 -4.224
C -11.076 -2.157 -3.185
C -10.074 -1.600 -2.397
H -7.362 -2.980 -3.889
H -9.150 -4.003 -5.288
H -11.524 -3.460 -4.837
H -12.116 -1.917 -2.989
H -10.316 -0.932 -1.578
F -1.074 5.698 5.124
C -2.317 5.691 4.620
C -2.514 5.322 3.299
C -3.804 5.310 2.779
C -4.881 5.678 3.583
C -4.670 6.052 4.907
C -3.381 6.053 5.431
H -1.664 5.046 2.686
H -3.970 5.015 1.748
H -5.887 5.672 3.174
H -5.509 6.342 5.531
H -3.199 6.333 6.462


62
Properties=species:S:1:pos:R:3 method="wB97M-V/def2-TZVPD" relative_energy_kcal_mol=0.0 orbital_gap_ev=6.238 total_charge=+3 e_homo_ev=-17.01 largest_force_ev_per_a=0.2
Re 0.213 0.635 -0.059
C -2.340 4.792 -2.521
C -2.486 3.645 -3.298
C -1.667 2.551 -3.088
C -0.704 2.612 -2.078
C -0.552 3.760 -1.301
C -1.372 4.852 -1.527
N 0.122 1.498 -1.775
C 0.540 0.678 -2.864
C 0.982 1.151 -4.089
C 1.323 0.225 -5.064
C 1.219 -1.152 -4.838
C 0.784 -1.635 -3.620
C 0.445 -0.702 -2.644
N 0.035 -1.008 -1.330
N -0.066 -2.188 -0.939
C -0.249 -2.276 0.442
C -0.552 -3.494 1.017
C -0.725 -3.538 2.394
C -0.580 -2.371 3.129
C -0.267 -1.187 2.479
N -0.090 -1.134 1.153
H -2.975 5.648 -2.706
H -3.239 3.609 -4.073
H -1.785 1.656 -3.686
H 0.250 3.804 -0.573
H -1.244 5.758 -0.950
H 1.063 2.214 -4.273
H 1.677 0.578 -6.024
H 1.485 -1.845 -5.625
H 0.703 -2.695 -3.423
H -0.652 -4.368 0.388
H -0.968 -4.472 2.885
H -0.697 -2.369 4.204
H -0.133 -0.263 3.025
C 3.358 3.757 3.239
N 2.297 3.133 2.419
C 1.034 3.873 2.346
C 2.503 1.998 1.820
C 3.803 1.281 1.949
O 1.586 1.455 1.073
H 3.040 4.764 3.487
H 4.290 3.810 2.682
H 3.504 3.194 4.159
H 1.213 4.832 1.862
H 0.678 4.052 3.359
H 0.292 3.311 1.789
H 4.590 1.845 1.442
H 3.732 0.296 1.499
H 4.094 1.185 2.995
C -1.413 1.085 0.381
C -2.701 1.467 0.756
C -3.784 1.067 -0.058
C -5.062 1.448 0.290
C -5.267 2.215 1.435
C -4.202 2.613 2.246
C -2.918 2.247 1.913
H -3.603 0.470 -0.942
H -5.903 1.149 -0.320
H -6.273 2.508 1.704
H -4.388 3.205 3.130
H -2.081 2.546 2.530


47
Properties=species:S:1:pos:R:3 method="wB97M-V/def2-TZVPD" orbital_gap_ev=4.231 total_charge=+2 e_homo_ev=-15.98 largest_force_ev_per_a=1.8
C 5.056 1.784 -0.222
C 4.282 2.300 0.947
S 2.928 3.396 0.493
C 1.954 2.499 -0.767
C 0.713 1.776 -0.140
C -0.230 1.519 -1.338
F -0.840 2.689 -1.656
F 0.590 1.193 -2.389
C -1.301 0.357 -1.391
F -1.805 0.435 -2.635
F -0.622 -0.802 -1.280
C -2.554 0.385 -0.425
F -2.692 1.672 -0.009
F -3.643 0.066 -1.127
C -2.580 -0.484 0.878
F -3.789 -0.269 1.413
F -1.641 0.046 1.710
C -2.330 -2.038 0.892
F -2.830 -2.451 2.075
F -0.995 -2.277 0.909
C -3.007 -2.895 -0.209
F -2.772 -2.374 -1.432
F -4.339 -2.848 0.020
C -2.526 -4.375 -0.207
F -2.309 -4.824 1.041
F -1.353 -4.404 -0.890
C -3.501 -5.348 -0.927
F -3.778 -4.893 -2.150
F -4.626 -5.484 -0.230
F -2.890 -6.524 -1.013
C 0.141 2.655 0.986
O 0.737 2.218 2.195
C 1.414 1.064 2.029
O 2.044 0.535 2.917
C 1.302 0.587 0.605
H 4.577 1.118 -0.930
H 5.966 1.273 0.102
H 5.253 2.742 -0.787
H 3.967 1.466 1.579
H 4.902 2.955 1.571
H 1.681 3.266 -1.484
H 2.610 1.770 -1.219
H 0.320 3.714 0.818
H -0.928 2.575 1.100
H 0.789 -0.364 0.610
H 2.311 0.322 0.299
Sn 6.345 4.275 -0.331


23
Properties=species:S:1:pos:R:3 method="wB97M-V/def2-TZVPD" relative_energy_kcal_mol=109.4 orbital_gap_ev=7.937 total_charge=+2 e_homo_ev=-17.82 largest_force_ev_per_a=4.7
C -0.080 -1.180 -0.550
C -0.632 -0.129 0.008
C 1.366 -1.213 -1.010
C 1.860 1.067 -0.513
C -2.806 0.945 0.120
C -1.716 -0.012 2.175
C -1.437 0.729 0.783
N 2.210 -0.164 -1.085
N 1.771 -2.425 -1.266
N 2.761 1.965 -0.534
H -0.752 -2.139 -0.515
H -2.692 0.760 -1.000
H -3.142 2.051 0.116
H -3.620 0.234 0.452
H -2.610 0.566 2.530
H -0.837 0.119 2.777
H -1.866 -1.174 1.972
H -1.121 1.666 0.955
H 3.162 -0.379 -1.399
H 1.220 -3.277 -1.347
H 2.646 -2.701 -1.684
H 2.537 2.896 -0.145
H 3.777 1.797 -0.841


20
Properties=species:S:1:pos:R:3 method="wB97M-V/def2-TZVPD" relative_energy_kcal_mol=52.7 orbital_gap_ev=9.504 e_homo_ev=-8.65 smiles="CCC/C=C/N.O" largest_force_ev_per_a=3.8
C -1.581 2.192 -1.641
C -0.942 1.197 -0.671
C -0.810 -0.198 -1.233
C -0.324 -1.287 -0.166
C 1.000 -1.428 0.137
N 1.516 -2.436 1.130
H -1.594 3.171 -1.132
H -2.651 1.840 -1.568
H -1.211 2.269 -2.623
H 0.096 1.396 -0.365
H -1.526 1.142 0.167
H -1.805 -0.574 -1.584
H -0.056 -0.364 -2.091
H -1.072 -1.663 0.526
H 1.900 -1.088 -0.424
H 1.138 -2.319 2.040
H 2.485 -2.390 1.274
O 1.855 0.078 3.061
H 2.172 -0.481 2.304
H 1.412 0.943 2.859